ORCA calculation (ωB97M-V with the def2-TZVPD basis set) on C23H27CoN3O6S3 as an isolated structure.

Geometry as XYZ:
```
63
Properties=species:S:1:pos:R:3:forces:R:3:mulliken_charge:R:1
Co 9.153152 10.289714 10.527662 -0.32 -0.78 -0.46 0.7322
O 6.135299 14.205222 6.659396 -1.27 0.88 -1.79 -0.5066
C 6.614762 13.321978 7.482578 0.16 -1.36 1.64 0.9310
C 5.993287 12.083990 7.705255 0.20 -0.22 0.09 -0.5236
C 6.530310 11.188167 8.632426 -0.22 1.09 -0.64 0.1273
N 7.575966 11.523843 9.381553 0.55 -0.98 0.77 0.4707
C 8.130723 12.722469 9.228151 0.55 -0.07 -0.32 0.2917
C 7.720020 13.624091 8.262042 0.85 0.81 0.75 -0.6856
C 9.399886 13.010498 10.073939 -0.04 1.76 -0.61 0.3103
O 9.813097 14.148865 10.175566 -0.62 -0.15 -0.32 -0.6498
O 9.993485 11.998588 10.571194 -0.08 -1.32 0.36 -0.7968
C 5.888944 9.834585 8.762109 0.31 0.47 0.25 -0.4056
O 5.071061 9.446499 8.016618 -0.30 -0.49 -0.16 -0.4199
O 8.701616 8.804814 9.036117 0.15 -0.05 0.10 -0.4487
H 5.339790 13.865728 6.184717 0.83 0.39 0.46 0.3259
H 5.094224 11.851016 7.150935 -0.01 -0.28 0.00 0.4342
H 8.289315 14.566583 8.240977 -0.55 -0.41 -0.29 0.5428
C 12.646817 10.157938 10.611683 -0.25 -0.59 0.82 -0.9335
S 11.267011 9.582610 11.674768 0.13 0.09 -0.32 0.2795
C 11.622469 7.836881 11.945211 1.56 -0.01 -0.11 -0.9203
H 13.584778 9.680870 10.925790 -0.35 0.21 -0.05 0.3996
H 12.668266 11.218856 10.765329 0.17 0.52 0.09 0.3573
H 12.422676 9.954589 9.587338 -0.03 -0.29 -0.63 0.2500
H 12.062704 7.305500 11.093153 -0.62 0.32 -0.26 0.2796
H 10.726410 7.353397 12.292006 -0.14 -0.23 0.21 0.2849
H 12.435568 7.791171 12.687938 -0.62 -0.03 0.13 0.4157
S 7.147807 9.834360 16.512672 -0.80 0.75 -0.08 -0.1894
C 7.406405 9.660001 14.795300 0.58 -0.07 0.68 0.9169
C 7.162182 10.789757 14.034393 -0.55 -0.18 -1.35 -1.1895
C 7.357834 10.704323 12.666681 0.05 0.09 0.19 0.0205
N 7.881140 9.625660 12.062852 0.10 0.76 0.04 0.1821
C 8.166843 8.573118 12.839634 0.67 -0.95 -1.28 -0.4436
C 7.941359 8.514773 14.179532 -0.05 -0.10 0.70 -0.6500
C 8.114719 8.539195 17.136556 1.00 -0.09 0.05 0.0572
C 9.505663 8.651714 17.119606 -0.07 -0.22 0.26 -0.0737
C 10.212321 7.528781 17.541960 0.97 0.20 -0.91 -0.3444
N 9.679440 6.360645 17.922424 0.68 0.56 0.11 -0.5778
C 8.374472 6.325730 18.000485 -0.69 1.02 -0.09 -0.3222
C 7.552365 7.393162 17.620768 0.87 -0.74 0.10 -0.1569
H 6.757912 11.724132 14.387443 0.05 -0.04 0.54 0.4468
H 7.133760 11.569399 12.044108 0.10 -0.24 -0.01 0.3336
H 8.654436 7.720962 12.308844 -0.56 0.70 0.53 0.2975
H 8.245514 7.615692 14.733420 -0.35 0.57 -0.18 0.3228
H 9.981525 9.584125 16.779353 -0.09 -0.67 0.23 0.4147
H 11.300861 7.538249 17.437676 -0.26 0.02 0.31 0.3757
H 7.918261 5.454733 18.393617 -0.29 -0.92 0.21 0.4136
H 6.514257 7.274518 17.660081 -1.43 -0.09 0.08 0.4557
C 9.677473 8.763619 5.960738 -0.95 -0.14 -0.68 -1.2493
C 8.701799 7.781830 6.628116 1.29 -0.10 1.00 -0.5260
S 9.292264 7.636064 8.349067 -1.04 -0.14 -0.27 1.0613
O 10.710892 7.496761 8.456863 0.45 -0.14 -0.21 -0.7823
C 8.474239 6.197293 9.063018 1.54 1.13 1.02 -0.2568
C 6.999915 6.305665 8.962107 -0.94 -0.61 -1.01 -1.0246
H 9.409469 8.854459 4.906302 -0.15 0.16 0.08 0.4033
H 10.702523 8.422627 5.955900 0.18 -0.18 0.39 0.3658
H 9.590485 9.740152 6.429093 0.15 0.11 -0.02 0.2999
H 8.733051 6.771377 6.230706 0.14 -0.09 -0.22 0.4952
H 7.664439 8.090311 6.709472 -0.02 0.29 -0.12 0.3519
H 8.791345 6.404843 10.113512 -0.12 -0.54 -0.46 0.0687
H 8.921616 5.240892 8.740185 -0.13 0.64 -0.13 0.4574
H 6.582671 7.225417 9.348586 0.14 0.27 0.13 0.1654
H 6.631316 5.486625 9.562285 -0.58 -0.24 -0.03 0.4555
H 6.658693 6.184832 7.909870 0.05 -0.07 0.73 0.2825
```
Forces are in eV/Å.

Summary:
Molecular weight (g mol⁻¹): 596.618
Charge: +1
<S²>: 6.010
Energy relative to the best compared isomer or geometry (same formula, charge and spin) (kcal/mol): 0.0
2S+1: 5
E (eV): -111170.79659
E_LUMO (spin up / spin down) (eV): -3.07 / -3.05
Frontier orbital gap (spin up / spin down) (eV): 8.1708 / 8.6233